Record 1
Density functional theory data (ωB97M-V with the def2-TZVPD basis set) for a 14-piece molecular cluster, C56H91BN13O8 overall.

Structure (ORCA input):
```
! wB97M-V def2-TZVPD RIJCOSX def2/J DEFGRID3
* xyz -1 1
O 3.312 1.869 1.114
C 2.241 1.351 0.981
O 1.768 0.914 -0.174
B 0.415 0.362 0.002
O 0.159 0.468 1.440
C 1.196 1.000 2.080
O 1.270 1.107 3.266
O 0.304 -1.011 -0.525
C -0.569 -1.001 -1.526
O -0.949 -1.961 -2.139
C -1.110 0.428 -1.681
O -0.576 1.159 -0.735
O -1.851 0.792 -2.553
C 2.218 -0.833 5.812
C 2.846 -1.812 6.792
C 3.689 -1.174 7.902
C 4.817 -0.391 7.399
N 5.689 0.230 6.984
H 1.765 -0.002 6.362
H 1.532 -1.331 5.136
H 2.977 -0.314 5.218
H 3.506 -2.510 6.270
H 2.076 -2.433 7.252
H 4.088 -1.933 8.574
H 3.059 -0.482 8.469
C 3.702 -3.309 -2.806
C 2.305 -3.521 -2.229
C 2.063 -4.932 -1.671
C 3.119 -5.370 -0.766
N 3.914 -5.692 -0.003
H 3.968 -3.966 -3.638
H 4.468 -3.433 -2.039
H 3.764 -2.297 -3.207
H 1.578 -3.297 -3.010
H 2.178 -2.788 -1.430
H 1.861 -5.643 -2.470
H 1.182 -4.889 -1.020
C -2.945 -2.977 -5.808
C -3.870 -1.801 -5.536
C -3.676 -1.298 -4.097
C -4.559 -0.181 -3.796
N -5.225 0.723 -3.554
H -1.897 -2.677 -5.762
H -3.089 -3.399 -6.805
H -3.106 -3.785 -5.100
H -4.913 -2.111 -5.640
H -3.713 -1.014 -6.274
H -2.661 -0.919 -3.964
H -3.810 -2.140 -3.420
C 3.610 -2.777 2.502
C 2.192 -2.645 1.956
C 1.326 -3.866 2.295
C 1.208 -4.083 3.744
N 1.150 -4.276 4.875
H 3.615 -2.906 3.587
H 4.231 -1.920 2.252
H 4.055 -3.691 2.098
H 2.226 -2.520 0.875
H 1.690 -1.795 2.428
H 1.732 -4.803 1.901
H 0.321 -3.761 1.882
C -1.826 1.926 -7.481
C -1.568 1.894 -5.972
C -2.206 3.084 -5.251
C -1.651 4.364 -5.715
N -1.237 5.361 -6.107
H -2.903 1.948 -7.666
H -1.468 0.990 -7.909
H -1.363 2.790 -7.953
H -0.508 1.791 -5.741
H -2.080 1.005 -5.591
H -2.085 2.997 -4.171
H -3.270 3.112 -5.495
C -2.442 0.126 4.544
C -1.453 -1.000 4.792
C -1.295 -1.386 6.279
C -2.552 -1.411 7.028
N -3.545 -1.451 7.603
H -2.530 0.390 3.489
H -2.170 1.055 5.051
H -3.437 -0.138 4.910
H -0.486 -0.730 4.364
H -1.742 -1.909 4.253
H -0.630 -0.674 6.773
H -0.802 -2.359 6.301
C -4.440 -1.406 -0.296
C -3.422 -1.874 0.735
C -2.801 -3.235 0.398
C -3.778 -4.300 0.112
N -4.544 -5.119 -0.139
H -4.650 -0.339 -0.214
H -5.388 -1.927 -0.163
H -4.053 -1.592 -1.299
H -3.874 -1.900 1.729
H -2.599 -1.160 0.840
H -2.289 -3.599 1.292
H -2.182 -3.198 -0.500
C -0.395 4.372 2.520
C 0.327 4.750 3.825
C -0.556 5.335 4.913
C -1.719 4.509 5.235
N -2.644 3.869 5.464
H -0.475 3.286 2.459
H 0.085 4.784 1.634
H -1.434 4.716 2.508
H 1.163 5.426 3.637
H 0.815 3.837 4.176
H -0.948 6.314 4.621
H 0.018 5.501 5.827
C -3.175 2.048 0.943
C -3.097 3.168 -0.101
C -4.176 2.996 -1.181
C -5.532 3.273 -0.710
N -6.596 3.462 -0.323
H -2.455 2.259 1.737
H -2.871 1.096 0.514
H -4.164 2.016 1.398
H -2.123 3.212 -0.581
H -3.312 4.108 0.414
H -4.220 1.942 -1.482
H -3.969 3.521 -2.113
C 1.085 5.861 -3.135
C 0.508 4.741 -2.293
C 1.493 4.132 -1.300
C 2.096 5.127 -0.408
N 2.552 5.889 0.321
H 1.450 6.661 -2.483
H 0.345 6.361 -3.760
H 1.928 5.541 -3.750
H -0.019 3.968 -2.860
H -0.357 5.144 -1.747
H 2.353 3.690 -1.812
H 1.008 3.399 -0.656
C 3.962 3.101 5.577
C 3.807 3.052 4.054
C 4.591 4.094 3.256
C 6.039 3.922 3.410
N 7.175 3.793 3.509
H 4.995 3.307 5.861
H 3.612 2.164 6.000
H 3.389 3.939 5.987
H 2.760 3.115 3.769
H 4.129 2.060 3.734
H 4.309 5.108 3.548
H 4.384 4.013 2.188
C 3.349 1.046 -3.682
C 1.976 0.394 -3.759
C 1.853 -0.687 -4.834
C 2.031 -0.170 -6.190
N 2.212 0.209 -7.259
H 4.073 0.283 -3.391
H 3.396 1.817 -2.913
H 3.604 1.548 -4.616
H 1.213 1.144 -3.998
H 1.677 -0.038 -2.802
H 0.865 -1.152 -4.815
H 2.622 -1.452 -4.712
C -0.793 -4.918 -4.193
C -1.775 -5.097 -3.026
C -2.231 -6.552 -2.835
C -1.177 -7.536 -3.037
N -0.346 -8.313 -3.195
H 0.072 -5.553 -4.001
H -0.460 -3.886 -4.265
H -1.278 -5.255 -5.110
H -2.638 -4.445 -3.147
H -1.285 -4.757 -2.109
H -3.067 -6.719 -3.518
H -2.624 -6.749 -1.835
*
```

For the HOMO energy, the calculation gives -9.042 eV. The lowest unoccupied orbital energy comes out at 1.2 eV. The energy above the lowest of the compared OMol25 structures with the same formula, charge and spin comes out at 0.0 kJ/mol. Its electronic energy is -95983.8525 eV. The value obtained for the HOMO-LUMO gap is 10.2 eV.

Löwdin atomic charge list, values in e, 2 entries:
1. O 0.162
2. C -0.370

Record 2
Density functional theory data (ωB97M-V with the def2-TZVPD basis set) for C56H91KO7P4Si as an isolated structure.

Structure (ORCA input):
```
! wB97M-V def2-TZVPD RIJCOSX def2/J DEFGRID3
* xyz -2 1
K 0.877 0.855 0.852
C -2.418 3.354 -1.526
Si -1.847 1.574 -0.993
C -3.599 0.846 -0.518
C -4.730 1.659 -0.380
C -5.942 1.181 0.098
C -6.069 -0.153 0.451
C -4.968 -0.989 0.322
C -3.744 -0.508 -0.145
P -2.241 -1.548 -0.334
C -2.831 -3.110 -1.147
C -4.043 -3.954 -0.734
C -3.947 -5.335 -1.404
C -3.309 -5.244 -2.802
C -3.644 -3.900 -3.440
C -3.016 -2.749 -2.635
C -1.739 -1.973 1.410
C -0.354 -2.635 1.419
C -0.063 -3.229 2.793
C -0.991 -4.409 3.099
C -2.347 -4.225 2.406
C -2.708 -2.743 2.334
C -1.766 0.780 -2.812
C -2.956 0.781 -3.557
C -3.066 0.211 -4.815
C -1.955 -0.392 -5.392
C -0.758 -0.380 -4.698
C -0.641 0.200 -3.430
P 0.952 0.250 -2.505
C 2.150 1.347 -3.425
C 2.176 2.752 -2.810
C 1.042 3.629 -3.322
C 1.124 3.767 -4.837
C 1.033 2.393 -5.489
C 2.101 1.434 -4.958
C 1.807 -1.425 -2.629
C 0.887 -2.581 -2.209
C 0.226 -3.309 -3.375
C 1.252 -3.790 -4.394
C 2.048 -2.608 -4.938
C 2.716 -1.837 -3.803
H -3.178 3.391 -2.317
H -1.552 3.927 -1.866
H -2.810 3.888 -0.655
H -4.665 2.705 -0.655
H -6.788 1.854 0.191
H -7.009 -0.542 0.826
H -5.072 -2.028 0.597
H -1.940 -3.752 -1.064
H -4.948 -3.444 -1.072
H -4.139 -4.068 0.344
H -4.947 -5.774 -1.483
H -3.360 -6.010 -0.772
H -3.641 -6.077 -3.427
H -2.222 -5.334 -2.725
H -4.734 -3.790 -3.472
H -3.302 -3.858 -4.477
H -3.649 -1.859 -2.708
H -2.054 -2.458 -3.062
H -1.575 -0.982 1.845
H 1.467 -2.090 0.987
H -0.301 -3.434 0.660
H -0.194 -2.423 3.522
H 0.987 -3.527 2.846
H -1.130 -4.493 4.180
H -0.529 -5.344 2.769
H -3.125 -4.792 2.927
H -2.294 -4.636 1.395
H -2.651 -2.328 3.346
H -3.738 -2.591 2.019
H -3.840 1.234 -3.118
H -4.017 0.227 -5.337
H -2.014 -0.852 -6.372
H 0.117 -0.819 -5.160
H 3.095 0.881 -3.128
H 3.133 3.229 -3.066
H 2.150 2.669 -1.722
H 1.071 4.609 -2.837
H 0.081 3.177 -3.054
H 2.075 4.247 -5.105
H 0.326 4.414 -5.212
H 1.128 2.476 -6.578
H 0.040 1.984 -5.292
H 3.082 1.786 -5.309
H 1.960 0.444 -5.397
H 2.494 -1.259 -1.792
H 0.129 -2.206 -1.516
H 1.489 -3.305 -1.645
H -0.484 -2.648 -3.880
H -0.354 -4.154 -2.990
H 0.761 -4.330 -5.209
H 1.941 -4.495 -3.914
H 1.384 -1.960 -5.518
H 2.818 -2.954 -5.635
H 3.264 -0.978 -4.192
H 3.481 -2.507 -3.388
C -0.026 1.716 4.104
C 1.289 2.213 3.926
C 1.192 3.272 2.962
C -0.173 3.363 2.591
C -0.928 2.426 3.304
C -2.441 2.351 3.392
C -2.955 0.934 3.123
C -2.882 2.774 4.803
C -3.094 3.289 2.378
C 2.219 4.259 2.407
C 1.600 5.177 1.342
C 2.744 5.195 3.509
C 3.393 3.555 1.719
C 2.358 1.801 4.946
C 2.172 2.654 6.216
C 2.178 0.326 5.352
C 3.826 1.929 4.520
H -0.310 0.953 4.818
H -0.574 4.040 1.854
H -2.437 0.206 3.754
H -2.785 0.674 2.078
H -4.032 0.856 3.313
H -2.473 2.094 5.554
H -3.975 2.770 4.889
H -2.513 3.777 5.028
H -2.763 3.045 1.367
H -2.832 4.330 2.584
H -4.184 3.189 2.411
H 0.799 5.791 1.758
H 1.186 4.602 0.512
H 2.371 5.845 0.944
H 1.904 5.737 3.950
H 3.453 5.926 3.102
H 3.240 4.658 4.313
H 3.063 3.049 0.809
H 3.818 2.811 2.387
H 4.170 4.274 1.430
H 1.155 2.544 6.593
H 2.331 3.712 5.997
H 2.877 2.354 7.003
H 1.232 0.158 5.864
H 2.981 0.026 6.034
H 2.203 -0.332 4.482
H 4.112 2.951 4.285
H 4.047 1.303 3.660
H 4.468 1.599 5.344
C 5.546 -1.908 -0.852
C 5.053 -1.570 0.541
O 6.205 -1.634 1.402
P 4.294 0.086 0.579
O 3.119 0.018 1.666
O 5.461 0.964 1.242
O 3.748 0.648 -0.667
P 3.747 -2.915 1.067
O 3.735 -2.378 2.705
O 4.535 -4.197 1.037
O 0.603 -1.647 1.102
H 6.266 -1.170 -1.213
H 4.717 -1.953 -1.555
H 6.014 -2.892 -0.798
H 6.015 -1.151 2.212
H 3.268 -0.685 2.339
H 5.222 1.896 1.286
H 4.532 -2.717 3.136
*
```

For the HOMO energy, the calculation gives -1.147 eV. The lowest unoccupied orbital energy comes out at 3.8 eV. The energy above the lowest of the compared OMol25 structures with the same formula, charge and spin comes out at 201.8 kJ/mol. Its electronic energy is -135247.4022 eV. The value obtained for the HOMO-LUMO gap is 4.9 eV.

Löwdin atomic charge list, values in e, 2 entries:
1. K 0.533
2. C -0.286